(1)
Below is a molecular structure, C31H29N9O9S3Ti in a non-equilibrium geometry, with properties calculated with ωB97M-V/def2-TZVPD.

- gap between HOMO and LUMO (eV) = 5.5
- multiplicity = 1
- E_tot (eV) = -120084.524
- charge = -2

Each line ends with the Löwdin charge.
Atoms and positions in Å:
Ti 1.41360 0.80585 -0.53056  0.964
N -0.00506 1.09861 2.83455  0.039
N 0.98551 2.08143 3.04409  -0.016
C 1.76518 2.52777 1.95493  -0.645
O 2.44604 3.51349 2.12331  0.083
O 1.81932 1.73711 0.90014  -0.177
H -0.83730 1.48994 2.40643  0.054
H -0.26014 0.72054 3.73644  0.084
H 0.68494 2.88349 3.58041  0.128
C -2.94536 7.55448 -3.35645  -0.065
C -2.62021 6.26321 -2.65267  -0.286
C -1.40969 5.61613 -2.87916  -0.029
C -1.04870 4.50131 -2.13905  -0.034
C -1.91652 4.01019 -1.17904  -0.251
C -3.15087 4.60432 -0.98025  -0.056
C -3.50121 5.72330 -1.71907  -0.055
S -1.27775 2.81017 -0.00482  0.592
O -2.44556 2.27767 0.69039  -0.338
O -0.40579 3.61270 0.81910  -0.284
N -0.47372 1.70703 -0.79898  -0.258
C -1.36299 0.88869 -1.62110  -0.161
C -0.74641 -0.49654 -1.72373  -0.566
O -1.39917 -1.47493 -2.00977  0.085
O 0.52509 -0.48502 -1.45165  -0.183
H -2.12567 7.84956 -4.00982  0.067
H -3.09761 8.34825 -2.62288  0.075
H -3.85486 7.47297 -3.95422  0.073
H -0.72656 6.00688 -3.62400  0.110
H -0.10455 3.99737 -2.29439  0.093
H -3.81036 4.19081 -0.22824  0.107
H -4.45967 6.20158 -1.54950  0.105
H -1.43961 1.28517 -2.64075  0.127
H -2.35994 0.81518 -1.18311  0.116
S 2.99120 -0.24817 -4.33981  0.609
C 2.87116 -1.69582 -3.46992  -0.822
C 2.62119 -2.82517 -4.31018  -0.334
N 2.43692 -3.68954 -5.05020  0.126
C 3.04997 -1.89839 -2.11327  -0.688
S 3.41293 -0.65160 -0.89616  0.726
C 3.04933 -3.21582 -1.65454  -0.317
N 3.09261 -4.30299 -1.25732  0.135
O 0.75028 2.41800 -3.43554  0.026
C 1.89119 2.45735 -3.01651  -0.532
C 3.05949 3.13159 -3.73960  -0.111
C 4.23247 2.96847 -2.77920  -0.086
C 3.60979 2.35458 -1.53086  -0.547
O 4.20098 2.14845 -0.49588  0.020
N 2.29110 2.04505 -1.76771  -0.009
H 2.80544 4.17602 -3.93222  0.112
H 3.20698 2.62656 -4.69227  0.088
H 4.73318 3.90382 -2.53067  0.112
H 4.97042 2.25556 -3.14868  0.115
C -5.32438 -4.67907 2.93312  -0.066
C -3.82387 -4.76764 3.03830  -0.300
C -3.19341 -5.10105 4.22861  -0.068
C -1.82058 -5.28616 4.28501  -0.040
C -1.03186 -5.14784 3.14402  -0.238
N 0.33666 -5.45524 3.22060  0.110
C 1.10448 -5.77598 2.05784  -0.536
O 1.47436 -6.91852 1.86617  0.068
N 1.33079 -4.72738 1.23791  0.134
C 1.49593 -3.39471 1.68156  -0.216
C 2.20805 -3.11630 2.84080  -0.003
C 2.47236 -1.79606 3.14142  -0.040
C 2.04767 -0.80666 2.27636  -0.157
N 1.33816 -1.05027 1.17377  0.004
C 1.04952 -2.32551 0.90256  -0.059
C -1.65537 -4.74788 1.95931  -0.003
C -3.02575 -4.56930 1.91527  -0.037
H -5.79916 -4.83424 3.90217  0.065
H -5.69237 -5.44354 2.24525  0.075
H -5.63441 -3.70716 2.54569  0.076
H -3.78166 -5.24765 5.12792  0.101
H -1.35566 -5.56507 5.22438  0.103
H 0.54144 -6.09473 3.97259  0.131
H 1.77760 -4.89451 0.31428  0.116
H 2.57841 -3.92359 3.45758  0.113
H 3.03493 -1.52839 4.02562  0.103
H 2.31318 0.22050 2.46266  0.091
H 0.46541 -2.51116 0.00717  0.124
H -1.07347 -4.60692 1.06147  0.107
H -3.48810 -4.29468 0.97460  0.119

***

(2)
Below is 2 unconnected molecules or ions with the total composition C7H8 in a non-equilibrium geometry, with properties calculated with ωB97M-V/def2-TZVPD.

- gap between HOMO and LUMO (spin up / spin down) (eV) = 6.9 / 9.4
- multiplicity = 1
- E_tot (eV) = -7376.789

Each line ends with the Löwdin charge.
Atoms and positions in Å:
C 2.94599 1.16793 1.13061  -0.042
C 2.33103 0.24580 1.52185  -0.144
C -0.94196 -0.89299 -0.65930  -0.151
C -0.12718 -1.62333 0.40940  -0.182
C -0.73805 0.38881 0.10247  -0.396
C 0.18570 -0.33652 1.06867  0.112
C -0.05289 1.54291 -0.58886  -0.085
H -0.46898 -1.00722 -1.62616  0.105
H -2.01060 -1.23856 -0.94283  0.143
H -0.65977 -2.32866 1.08340  0.133
H 0.69298 -2.18696 0.07424  0.099
H -1.51580 0.83598 0.65344  0.129
H 0.64292 1.02805 -1.31753  0.097
H 0.45808 2.09064 0.23967  0.069
H -0.74147 2.31413 -1.14909  0.113

***

(3)
Below is a molecular structure, C20H23N5O2SSe2Te2V, with properties calculated with ωB97M-V/def2-TZVPD.

- gap between HOMO and LUMO (spin up / spin down) (eV) = 6.2 / 6.3
- multiplicity = 3
- E_tot (eV) = -214467.923
- <S²> = 2.028
- charge = -1

Each line ends with the Löwdin spin population.
Atoms and positions in Å:
V -0.29760 -1.81700 -0.94140  1.991
O 0.49452 -1.81201 0.80295  0.007
C 1.27826 -1.42118 1.74854  -0.002
C 1.21179 -2.05592 3.01089  0.006
C 2.01211 -1.66542 4.05866  -0.001
C 2.92559 -0.62190 3.90131  0.010
C 3.00239 0.01239 2.67806  -0.001
C 2.20153 -0.35405 1.59269  0.008
C 2.26761 0.37256 0.33224  0.001
N 1.57084 0.14632 -0.76029  0.011
C 1.91937 1.11489 -1.66123  0.001
C 2.84728 1.94762 -1.11866  0.002
N 3.06270 1.47016 0.15270  0.001
H 0.49354 -2.85944 3.11459  0.000
H 1.92803 -2.17171 5.01335  0.000
H 3.55938 -0.30966 4.72088  0.001
H 3.71651 0.82256 2.57249  0.000
H 1.46380 1.14901 -2.63709  0.000
H 3.36000 2.81137 -1.50260  0.000
H 3.70344 1.85008 0.82298  0.000
Se -0.61592 -4.25330 -1.42120  -0.044
Te -2.92104 -4.97921 -0.71237  0.013
Te -4.13493 -2.74012 -1.57640  0.004
Se -2.69925 -1.19284 -0.23246  0.006
S -0.29509 -0.97880 -3.25034  -0.029
C 1.26720 -1.71954 -3.20777  0.007
C 2.21982 -1.73801 -4.23305  -0.001
C 3.43082 -2.35533 -3.99923  0.005
C 3.68755 -2.95018 -2.76431  -0.001
C 2.69655 -2.90381 -1.80388  0.003
N 1.53292 -2.30449 -2.02802  -0.003
H 1.98976 -1.27275 -5.18127  -0.001
H 4.18317 -2.37902 -4.77880  0.000
H 4.62789 -3.44087 -2.55737  0.000
H 2.81564 -3.35220 -0.82439  0.000
C -1.73079 0.92564 2.71990  0.000
N -2.38206 1.72897 1.70435  0.000
C -3.74891 2.10493 1.98768  0.000
C -4.21932 3.15105 0.99964  0.000
C -3.99991 2.62091 -0.40202  0.000
N -2.61440 2.24871 -0.58074  0.001
C -2.19421 2.01736 -1.94816  0.000
C -1.87466 1.67533 0.42386  0.000
O -0.79446 1.14263 0.19970  0.003
H -1.68591 1.48526 3.65802  0.000
H -0.72449 0.68184 2.39382  0.000
H -2.27525 -0.01018 2.88722  0.000
H -3.79211 2.49011 3.01080  0.000
H -4.40524 1.22324 1.94588  0.000
H -3.63849 4.06698 1.13531  0.000
H -5.27284 3.38385 1.16204  0.000
H -4.24561 3.38331 -1.14650  0.000
H -4.65653 1.75913 -0.59084  0.000
H -2.38584 2.91691 -2.53934  0.000
H -2.73129 1.17077 -2.38699  0.000
H -1.13388 1.78508 -1.96382  0.000

***

(4)
Below is 2 unconnected molecules or ions with the total composition C23H22O3S in a non-equilibrium geometry, with properties calculated with ωB97M-V/def2-TZVPD.

- gap between HOMO and LUMO (eV) = 4.3
- multiplicity = 1
- E_tot (eV) = -41180.872

Each line ends with the Löwdin charge.
Atoms and positions in Å:
C 5.79187 2.16852 1.05309  -0.092
C 4.72455 2.09407 1.95651  -0.080
C 3.42908 1.85444 1.48821  -0.060
C 3.20393 1.73561 0.11434  -0.264
S 1.52344 1.96590 -0.51388  0.657
C 0.53471 0.53309 -0.32000  -0.213
C -0.39426 0.48825 0.80568  -0.481
O -0.26186 -0.32431 1.74088  -0.020
C -1.49821 1.50202 0.76511  -0.203
C -1.61952 2.37703 -0.32935  -0.061
C -2.32873 3.57106 -0.16702  -0.064
C -3.11401 3.75475 0.97723  -0.083
C -3.18585 2.74715 1.95013  -0.088
C -2.36649 1.62381 1.86603  -0.027
O 1.01359 3.03467 0.33102  -0.319
O 1.78046 2.18103 -1.93332  -0.368
C 4.28117 1.69963 -0.78151  -0.065
C 5.57409 1.93344 -0.30769  -0.086
H 6.80541 2.37429 1.41026  0.101
H 4.88639 2.22664 3.02427  0.101
H 2.58461 1.75181 2.16749  0.118
H 1.12456 -0.34136 -0.60767  0.077
H -1.18909 2.13629 -1.30359  0.110
H -2.29855 4.33380 -0.94311  0.107
H -3.70124 4.67026 1.08989  0.101
H -3.88181 2.83130 2.78254  0.097
H -2.37427 0.85009 2.63985  0.117
H 4.10525 1.50178 -1.83410  0.105
H 6.40471 1.92455 -1.01101  0.100
C -2.77734 -1.10075 -0.44218  0.000
C -1.58179 -1.66024 -1.13980  -0.132
C -1.26461 -1.11017 -2.46998  -0.011
C -1.08278 -2.92517 -0.72004  -0.156
C -0.76484 -3.96155 -1.65565  0.015
C -0.87589 -5.29043 -1.28504  -0.061
C -1.10844 -5.62947 0.05283  -0.038
C -1.15464 -4.62668 1.03153  -0.045
C -1.11442 -3.29739 0.65722  0.018
H -3.69514 -1.67766 -0.72749  0.139
H -2.69772 -1.15076 0.65728  0.099
H -2.91111 -0.05007 -0.75003  0.094
H -0.93960 -1.87865 -3.17682  0.082
H -2.13915 -0.58958 -2.87334  0.107
H -0.46318 -0.36574 -2.38733  0.098
H -0.55819 -3.73347 -2.69937  0.112
H -0.81276 -6.08302 -2.03556  0.116
H -1.22202 -6.67924 0.35022  0.119
H -1.27294 -4.88082 2.08896  0.120
H -1.11737 -2.50874 1.41428  0.110

***

(5)
Below is 2 unconnected molecules or ions with the total composition C7H19N2Si in a non-equilibrium geometry, with properties calculated with ωB97M-V/def2-TZVPD.

- gap between HOMO and LUMO (spin up / spin down) (eV) = 6.4 / 7.7
- multiplicity = 3
- E_tot (eV) = -18410.580
- <S²> = 2.007
- charge = +1

Each line ends with the Löwdin spin population.
Atoms and positions in Å:
C -4.84133 1.25085 1.13592  0.000
C -3.60970 1.07305 0.72286  0.000
C -0.21074 -2.54565 0.38536  0.022
C 1.81176 -1.67714 1.23328  0.636
C 2.15830 1.38057 -0.63971  0.050
C 2.42337 -0.06052 -2.57251  0.029
C 1.09669 -0.92833 -0.84242  0.551
N 0.96287 -1.66833 0.25560  0.440
N 2.16491 -0.05591 -1.10584  0.075
Si -2.23747 2.10507 1.51551  0.001
H -5.75205 0.61572 0.69623  0.000
H -5.20877 2.04793 1.80463  0.000
H -3.26739 0.14728 0.15907  0.000
H -0.51854 -2.34565 1.44186  0.009
H -0.89555 -2.45075 -0.46089  0.003
H 0.15721 -3.52382 0.13349  0.010
H -2.79009 3.50899 1.83605  0.000
H 1.82192 -2.46683 1.96639  0.050
H 2.65122 -1.15769 1.22565  0.064
H 0.98842 1.69008 -0.72668  0.002
H 2.42166 1.44330 0.44113  0.003
H 2.92842 1.81990 -1.24622  0.005
H 2.32244 -1.10131 -2.92987  0.007
H 1.59293 0.47141 -2.93278  0.001
H 3.55650 0.25225 -2.69225  0.003
H 0.23064 -0.90895 -1.45075  0.031
H 2.99572 -0.29865 -0.58845  0.007
H -1.78139 1.16691 2.62305  0.001
H -1.17199 2.21620 0.61230  0.001

***

(6)
Below is a molecular structure, C30H43AuN6PSi in a non-equilibrium geometry, with properties calculated with ωB97M-V/def2-TZVPD.

- gap between HOMO and LUMO (spin up / spin down) (eV) = 4.5 / 4.5
- multiplicity = 1
- E_tot (eV) = -61581.883
- charge = +3

Each line ends with the Löwdin charge.
Atoms and positions in Å:
Au 0.45829 0.09095 0.78830  0.642
N -0.30057 -4.31054 2.99000  0.171
C -1.68575 -3.99351 3.50245  -0.266
C -1.72213 -2.63130 4.19898  -0.082
C -1.64409 -1.37114 3.30368  -0.316
N -0.24965 -0.92663 2.96819  0.028
C -2.53843 -1.55360 2.06091  -0.112
C -2.40507 -2.88938 1.32135  -0.324
N -1.05719 -3.06869 0.72111  0.046
C -2.66331 -4.03891 2.31408  -0.081
H 0.42475 -4.06891 3.66162  0.153
H -0.27035 -3.74364 1.98086  0.145
H -0.21938 -5.30915 2.79867  0.166
H -1.95584 -4.75509 4.23406  0.162
H -0.94448 -2.59249 4.96753  0.132
H -2.67856 -2.58137 4.72121  0.145
H -2.08468 -0.55363 3.87494  0.144
H 0.43104 -1.65247 3.15985  0.070
H -0.00067 -0.14958 3.57351  0.096
H -2.38057 -0.71391 1.37848  0.082
H -3.57434 -1.49905 2.40146  0.141
H -3.15716 -2.91283 0.53005  0.153
H -0.70613 -2.19463 0.34325  0.034
H -1.08585 -3.76152 -0.02288  0.122
H -2.57913 -5.00222 1.80325  0.134
H -3.68498 -3.95691 2.68223  0.143
C 4.62564 0.05570 -3.04586  -0.131
N 3.18111 -0.07155 -3.19085  -0.141
C 2.81821 -1.45436 -3.47905  -0.147
N 3.29572 -2.35318 -2.42900  -0.144
C 4.74216 -2.20820 -2.28368  -0.127
N 5.06964 -0.81895 -1.96198  -0.111
C 4.69748 -0.40326 -0.66203  -0.262
P 2.77036 -0.45693 -0.47019  1.018
C 2.45729 0.47667 -2.08108  -0.338
C 2.59444 -2.20427 -1.18538  -0.330
H 4.89449 1.08931 -2.82669  0.143
H 5.10271 -0.25218 -3.97542  0.147
H 3.27373 -1.74905 -4.42415  0.145
H 1.73241 -1.53381 -3.56170  0.133
H 5.21437 -2.47544 -3.22836  0.148
H 5.11126 -2.87037 -1.49976  0.142
H 5.02879 0.61852 -0.47396  0.107
H 5.12625 -1.06487 0.09107  0.106
H 2.74942 1.51904 -1.92488  0.105
H 1.38873 0.45054 -2.29505  0.044
H 1.53148 -2.41367 -1.33528  0.076
H 2.99242 -2.91241 -0.45437  0.094
C 1.54188 5.68427 1.35347  -0.032
C 2.05427 4.41446 1.58688  -0.059
C 1.36329 3.30186 1.13801  -0.134
C 0.16586 3.44371 0.42529  -0.299
C -0.33905 4.72608 0.19949  -0.078
C 0.35962 5.83828 0.64098  -0.038
Si -0.78564 1.97120 -0.23364  0.757
C -0.68449 1.60811 -2.05400  -0.321
C 0.06668 2.43445 -2.90245  -0.093
C 0.09266 2.19871 -4.26502  -0.033
C -0.62705 1.13654 -4.80435  -0.014
C -1.37394 0.30432 -3.97347  -0.048
C -1.38934 0.52640 -2.60897  -0.120
C -2.54766 1.94270 0.39006  -0.289
C -3.61714 1.94366 -0.51451  -0.070
C -4.91946 2.02322 -0.04723  -0.033
C -5.16570 2.09048 1.31902  -0.021
C -4.11104 2.07231 2.22640  -0.053
C -2.80871 1.99549 1.76702  -0.118
H 2.05592 6.55219 1.74332  0.124
H 2.98550 4.28930 2.12274  0.116
H 1.76702 2.31261 1.33586  0.043
H -1.27758 4.86047 -0.32617  0.117
H -0.03092 6.82686 0.44221  0.124
H 0.62321 3.26728 -2.48837  0.116
H 0.66191 2.85237 -4.91191  0.127
H -0.61364 0.96147 -5.87175  0.127
H -1.95363 -0.50542 -4.39599  0.120
H -1.96349 -0.13184 -1.96493  0.100
H -3.44241 1.89870 -1.58083  0.104
H -5.73663 2.05004 -0.75507  0.125
H -6.18321 2.17509 1.67725  0.127
H -4.29946 2.13072 3.29016  0.120
H -1.99158 1.97680 2.48099  0.102